One molecule with the formula C16H22N4OS. Source: the Open Molecules 2025 dataset; level of theory: ωB97M-V/def2-TZVPD.

Maximum force (eV Å⁻¹): 1.31
HOMO-LUMO gap (eV): 7.4
HOMO energy (eV): -7.5327
SMILES: CCCCCCCSc1nnc(-c2ccccc2N)c(=O)[nH]1

Last column: Löwdin charge in e.
CARTESIAN COORDINATES (ANGSTROEM)
C (0.71699, -6.77568, 4.10460)  -0.115
C (2.07754, -6.54270, 3.45774)  -0.271
C (2.27721, -5.10686, 2.97152)  -0.230
C (1.37138, -4.73401, 1.79977)  -0.223
C (1.66831, -3.32415, 1.29267)  -0.235
C (0.85325, -2.93853, 0.05878)  -0.268
C (-0.63545, -2.78726, 0.32545)  -0.451
S (-0.99999, -1.49538, 1.55962)  0.988
C (-0.80351, -0.06223, 0.58707)  -0.630
N (-0.49849, -0.14556, -0.66591)  0.019
N (-0.37188, 0.96980, -1.37570)  0.050
C (-0.53397, 2.17811, -0.89191)  -0.103
C (-0.36927, 3.30712, -1.78810)  -0.097
C (-0.52373, 4.62201, -1.31874)  -0.030
C (-0.38185, 5.71432, -2.14060)  -0.100
C (-0.07579, 5.53366, -3.48612)  -0.091
C (0.08439, 4.26446, -3.98223)  -0.047
C (-0.05209, 3.12918, -3.16641)  -0.261
N (0.12563, 1.91117, -3.71683)  0.125
C (-0.88065, 2.35458, 0.53967)  -0.365
O (-1.06906, 3.37041, 1.17166)  0.077
N (-0.99333, 1.13534, 1.20335)  0.141
H (0.66179, -7.78184, 4.51405)  0.067
H (-0.08640, -6.66235, 3.38134)  0.062
H (0.55492, -6.06718, 4.91411)  0.073
H (2.20192, -7.22866, 2.61653)  0.105
H (2.85715, -6.77244, 4.18791)  0.102
H (2.09547, -4.41826, 3.79998)  0.115
H (3.31866, -4.98394, 2.66327)  0.111
H (0.33074, -4.79601, 2.11843)  0.098
H (1.52012, -5.44979, 0.98725)  0.122
H (1.47419, -2.60596, 2.09275)  0.089
H (2.72870, -3.25557, 1.03961)  0.115
H (0.97487, -3.70251, -0.71306)  0.116
H (1.22453, -1.99517, -0.34580)  0.096
H (-1.07065, -3.69573, 0.73789)  0.070
H (-1.16424, -2.49765, -0.58067)  0.072
H (-0.76172, 4.78024, -0.28139)  0.094
H (-0.50862, 6.70848, -1.74118)  0.097
H (0.03582, 6.38727, -4.13867)  0.102
H (0.32302, 4.11293, -5.02614)  0.105
H (0.32965, 1.83646, -4.69691)  0.100
H (0.01283, 1.10225, -3.11796)  0.058
H (-1.23473, 1.17668, 2.18767)  0.152



A 2-piece molecular cluster, C16H22N6O4 overall. Source: the Open Molecules 2025 dataset; level of theory: ωB97M-V/def2-TZVPD.

Maximum force (eV Å⁻¹): 3.51
HOMO-LUMO gap (eV): 5.8
HOMO energy (eV): -8.2217
SMILES: O=[N+]([O-])c1cnc2no[n+]([O-])c2c1.CN1CCN(C2=CCCCC2)CC1

Last column: Löwdin charge in e.
CARTESIAN COORDINATES (ANGSTROEM)
O (0.27673, 0.81958, -4.90869)  0.066
N (1.38768, 1.37810, -4.72078)  -0.311
O (2.22697, 1.54444, -5.64662)  0.056
C (1.71896, 1.88015, -3.41895)  -0.116
C (2.88845, 2.72688, -3.33644)  -0.009
N (3.18394, 3.49691, -2.30359)  0.145
C (2.39475, 3.40696, -1.24130)  -0.299
N (2.50840, 4.20055, -0.12734)  0.167
O (1.31976, 3.90375, 0.61126)  0.041
N (0.53661, 2.93892, -0.08387)  -0.141
O (-0.57207, 2.63650, 0.32399)  0.085
C (1.20858, 2.58767, -1.24801)  -0.094
C (0.82106, 1.82592, -2.34368)  0.125
H (3.53345, 2.80856, -4.22094)  0.132
H (-0.08928, 1.22355, -2.34522)  0.143
C (-3.79696, -0.20972, 4.28754)  -0.096
N (-2.95932, -0.62025, 3.16451)  -0.241
C (-2.60487, 0.45679, 2.27445)  -0.192
C (-1.94831, -0.08706, 1.00059)  -0.186
N (-0.75691, -0.85135, 1.34536)  -0.127
C (0.08625, -1.16926, 0.23872)  -0.241
C (-0.44484, -1.57183, -0.95354)  -0.038
C (0.36207, -2.37104, -1.93095)  -0.193
C (1.82181, -1.87521, -1.96297)  -0.207
C (2.43972, -1.85304, -0.56819)  -0.195
C (1.59320, -1.02642, 0.42025)  -0.125
C (-1.07588, -1.95957, 2.24389)  -0.152
C (-1.83935, -1.47474, 3.49127)  -0.187
H (-4.16800, -1.07987, 4.84765)  0.082
H (-3.28193, 0.45413, 5.01001)  0.084
H (-4.67055, 0.34461, 3.91073)  0.082
H (-3.51282, 1.02276, 2.00608)  0.126
H (-1.87315, 1.14424, 2.73969)  0.124
H (-2.67797, -0.71906, 0.44460)  0.119
H (-1.67969, 0.77592, 0.36576)  0.095
H (-1.53762, -1.56850, -1.08618)  0.105
H (0.33941, -3.45910, -1.68913)  0.124
H (-0.05821, -2.28113, -2.94394)  0.105
H (2.42278, -2.49197, -2.64162)  0.110
H (1.83361, -0.85181, -2.37766)  0.092
H (2.52074, -2.87798, -0.17892)  0.114
H (3.46357, -1.45407, -0.63849)  0.111
H (1.91725, 0.03581, 0.32070)  0.110
H (1.86065, -1.30142, 1.44843)  0.109
H (-1.67564, -2.72463, 1.69726)  0.128
H (-0.13850, -2.45364, 2.55003)  0.122
H (-1.09547, -0.93429, 4.11076)  0.122
H (-2.20905, -2.34572, 4.06352)  0.125